Entry 1:
{
  "formula": "C6H6",
  "method": "wB97M-V/def2-TZVPD",
  "mol_weight_g_mol": 78.11,
  "smiles": "C#CC#CCC",
  "e_above_lowest_kj_mol": 338.80,
  "elements": ["C", "C", "C", "C", "C", "C", "H", "H", "H", "H", "H", "H"],
  "coordinates": [[-1.14101, -2.16063, -2.89896], [-0.77207, -1.25199, -2.19703], [-0.34402, -0.26268, -1.33266], [0.03100, 0.53987, -0.51084], [0.40774, 1.32716, 0.66391], [0.69485, 0.37688, 1.83793], [-1.45760, -2.98628, -3.49628], [1.27914, 1.95866, 0.45502], [-0.41900, 2.00420, 0.90917], [0.70721, 0.91434, 2.79008], [-0.07414, -0.39924, 1.88727], [1.66028, -0.11990, 1.70500]],
  "atomic_forces_ev_per_a": [[0.133, 0.272, 0.233], [-0.096, -0.303, -0.250], [0.156, 0.262, 0.272], [-0.188, -0.384, -0.251], [-0.016, 0.040, -0.026], [0.024, -0.045, 0.101], [0.035, 0.180, 0.047], [-0.140, -0.112, -0.023], [0.101, -0.099, -0.022], [0.047, -0.020, -0.136], [0.090, 0.146, 0.050], [-0.145, 0.064, 0.005]],
  "nbo_charge": [-0.175, -0.078, -0.122, 0.103, -0.483, -0.589, 0.238, 0.233, 0.233, 0.211, 0.217, 0.212]
}



Entry 2:
{
  "formula": "C6H6",
  "method": "wB97M-V/def2-TZVPD",
  "mol_weight_g_mol": 78.11,
  "e_above_lowest_kj_mol": 622.04,
  "elements": ["C", "C", "C", "C", "C", "C", "H", "H", "H", "H", "H", "H"],
  "coordinates": [[-1.27963, -0.66527, -0.65106], [-0.03786, 0.00776, -0.12177], [0.95868, -0.75929, 0.43847], [2.35291, -0.78603, 0.47317], [-0.03111, 1.42968, -0.08852], [-0.14725, 2.62403, 0.04567], [-1.36731, -0.42698, -1.71979], [-1.19631, -1.75364, -0.56409], [-2.19444, -0.32186, -0.16041], [0.45708, -1.63025, 0.86758], [2.70608, -1.40256, 1.32360], [-0.22083, 3.68442, 0.15715]],
  "atomic_forces_ev_per_a": [[0.062, 0.030, -0.078], [-0.745, 1.120, -0.327], [1.581, -0.421, 0.141], [-1.804, -0.287, 0.759], [-0.002, -0.166, -0.078], [0.119, -0.051, -0.107], [-0.051, 0.002, 0.187], [-0.043, 0.228, 0.045], [0.085, -0.005, -0.026], [0.480, -0.634, -0.128], [0.296, 0.404, -0.348], [0.024, -0.218, -0.039]],
  "nbo_charge": [-0.631, 0.026, -0.379, -0.080, -0.063, -0.165, 0.235, 0.219, 0.227, 0.233, 0.138, 0.239]
}